DFT (ωB97M-V/def2-TZVPD) results for a molecular structure, C3H8N2 at a distorted geometry.

```
! RIJCOSX wB97M-V def2-TZVPD def2/J DEFGRID3
* xyz 0 1
C 2.00 0.05 -0.21
C -1.80 0.42 -0.39
N 0.76 0.52 0.38
C -0.83 -0.46 0.29
N -0.34 -1.36 0.92
H 0.92 0.95 1.29
H -1.63 -1.83 0.57
H 2.53 -0.69 0.40
H 1.78 -0.42 -1.18
H 2.69 0.88 -0.41
H -1.38 0.73 -1.35
H -2.75 -0.10 -0.54
H -1.94 1.32 0.21
*
```

Summary:
**HOMO**: -0.2676 Ha
**Calculated total energy**: -6215.790 eV
**Energy relative to the best compared isomer or geometry (same formula, charge and spin)**: 584.4 kJ/mol

DFT (ωB97M-V/def2-TZVPD) results for a single C3H8N2 molecule at a distorted geometry.

```
! RIJCOSX wB97M-V def2-TZVPD def2/J DEFGRID3
* xyz 0 1
C 1.56 -0.69 -0.17
C 0.71 0.49 0.20
N -0.08 1.30 -0.49
C -1.40 0.91 -0.22
N -1.22 -0.55 0.24
H 1.62 -0.82 -1.25
H 2.57 -0.53 0.21
H 1.20 -1.61 0.30
H 1.25 1.07 0.97
H -2.01 0.98 -1.13
H -1.83 1.42 0.66
H -1.08 -1.18 -0.54
H -1.29 -0.80 1.23
*
```

Summary:
**HOMO (alpha / beta)**: -0.2667 / -0.2667 Ha
**Calculated total energy**: -6216.653 eV
**Energy relative to the best compared isomer or geometry (same formula, charge and spin)**: 501.2 kJ/mol
**SMILES**: C/C=N/CN

DFT (ωB97M-V/def2-TZVPD) results for 2 unconnected molecules or ions with the total composition C3H8N2 at a distorted geometry.

```
! RIJCOSX wB97M-V def2-TZVPD def2/J DEFGRID3
* xyz 0 1
C -0.40 1.22 -0.52
C 0.52 -1.31 0.71
C 0.11 -0.01 1.27
N 0.35 0.64 -1.51
N -1.17 0.56 -1.49
H -0.49 2.28 -0.23
H 0.36 -2.14 1.51
H 1.46 -1.23 0.16
H -0.17 -1.65 0.04
H 0.88 0.61 1.69
H -0.83 0.13 1.86
H 0.67 1.32 -2.24
H -1.29 -0.43 -1.25
*
```

Summary:
**HOMO**: -0.3044 Ha
**Calculated total energy**: -6216.159 eV
**Energy relative to the best compared isomer or geometry (same formula, charge and spin)**: 548.8 kJ/mol

DFT (ωB97M-V/def2-TZVPD) results for 2 unconnected molecules or ions with the total composition C3H8N2O at a distorted geometry.

```
! RIJCOSX wB97M-V def2-TZVPD def2/J DEFGRID3
* xyz -1 2
C -2.22 -0.59 -1.46
C -0.99 -0.02 -1.11
O -0.96 1.25 -0.59
H -3.13 -0.02 -1.36
H -2.30 -1.67 -1.70
H -0.07 -0.54 -1.24
H -0.01 1.42 -0.43
N 1.01 -0.59 1.71
C 1.69 0.46 1.16
N 1.77 0.78 -0.06
H 0.21 -1.06 1.19
H 0.86 -0.64 2.69
H 2.14 1.15 1.91
H 2.01 0.08 -0.71
*
```

Summary:
**HOMO (alpha / beta)**: 0.0371 / -0.1721 Ha
**Calculated total energy**: -8265.414 eV
**Energy relative to the best compared isomer or geometry (same formula, charge and spin)**: 218.4 kJ/mol

DFT (ωB97M-V/def2-TZVPD) results for a single C3H8N2O molecule at a distorted geometry.

```
! RIJCOSX wB97M-V def2-TZVPD def2/J DEFGRID3
* xyz 0 1
C -0.18 -1.99 -1.16
N 0.03 -0.51 -0.91
C 0.50 -0.10 0.32
O 0.71 -0.82 1.33
C 0.31 1.43 0.46
N -1.03 1.90 0.11
H -0.61 -2.53 -0.29
H -0.85 -2.17 -2.07
H 0.86 -2.51 -1.12
H -0.90 -0.01 -1.11
H 0.95 1.70 -0.38
H 0.78 1.77 1.38
H -1.80 1.68 0.77
H -0.87 2.90 0.07
*
```

Summary:
**HOMO**: -0.3515 Ha
**Calculated total energy**: -8267.578 eV
**Energy relative to the best compared isomer or geometry (same formula, charge and spin)**: 168.7 kJ/mol
**SMILES**: CNC(=O)CN

DFT (ωB97M-V/def2-TZVPD) results for a single C3H8N2O molecule at a distorted geometry.

```
! RIJCOSX wB97M-V def2-TZVPD def2/J DEFGRID3
* xyz 0 1
C -1.59 -1.50 -0.49
C -0.37 -0.96 0.19
O 0.37 -1.71 0.80
N -0.29 0.46 0.18
C 0.84 1.12 0.74
N 1.94 1.54 -0.24
H -1.54 -2.60 -0.38
H -2.53 -1.01 -0.17
H -1.41 -1.32 -1.54
H -1.11 1.00 -0.13
H 0.53 1.99 1.32
H 1.35 0.40 1.41
H 2.36 0.64 -0.53
H 1.46 1.95 -1.15
*
```

Summary:
**HOMO**: -0.3498 Ha
**Calculated total energy**: -8268.432 eV
**Energy relative to the best compared isomer or geometry (same formula, charge and spin)**: 86.3 kJ/mol
**SMILES**: CC(=O)NCN

DFT (ωB97M-V/def2-TZVPD) results for a single C3H8N2O molecule at a distorted geometry.

```
! RIJCOSX wB97M-V def2-TZVPD def2/J DEFGRID3
* xyz 0 1
C 1.27 0.00 -1.14
C 0.06 -0.39 -0.25
N -1.26 0.22 -0.80
C 0.14 0.16 1.23
N -0.94 -0.33 1.90
O 0.95 0.89 1.82
H 1.64 1.11 -1.11
H 2.24 -0.55 -1.03
H 1.03 -0.08 -2.19
H -0.14 -1.52 -0.30
H -1.03 1.27 -0.71
H -1.33 -0.16 -1.79
H -0.79 -0.34 2.97
H -1.84 -0.29 1.40
*
```

Summary:
**HOMO**: -0.3593 Ha
**Calculated total energy**: -8267.754 eV
**Energy relative to the best compared isomer or geometry (same formula, charge and spin)**: 151.6 kJ/mol
**SMILES**: C[C@H](N)C(N)=O

DFT (ωB97M-V/def2-TZVPD) results for a single C3H8N2O molecule at a distorted geometry.

```
! RIJCOSX wB97M-V def2-TZVPD def2/J DEFGRID3
* xyz 0 1
C 1.67 0.89 0.10
C 0.71 -0.18 -0.03
O 1.13 -1.30 -0.08
N -0.59 0.04 -0.21
C -1.28 1.35 0.00
N -1.43 -1.08 0.24
H 2.59 0.39 -0.29
H 1.81 1.33 1.07
H 1.44 1.76 -0.48
H -2.08 1.27 -0.76
H -0.70 2.27 -0.24
H -1.73 1.36 0.99
H -0.68 -1.82 0.22
H -2.11 -1.25 -0.45
*
```

Summary:
**HOMO**: -0.3245 Ha
**Calculated total energy**: -8267.200 eV
**Energy relative to the best compared isomer or geometry (same formula, charge and spin)**: 205.2 kJ/mol
**SMILES**: CC(=O)N(C)N

DFT (ωB97M-V/def2-TZVPD) results for a molecular structure, C3H8N2O at a distorted geometry.

```
! RIJCOSX wB97M-V def2-TZVPD def2/J DEFGRID3
* xyz 0 1
C 0.60 1.38 -0.96
C 0.78 -0.79 1.05
N 0.18 -0.36 -0.21
C -1.48 -0.13 -0.33
O -1.61 0.80 -1.15
N -2.25 -0.68 0.50
H 0.46 -0.98 -0.97
H -1.75 -1.40 1.03
H 1.66 1.16 -0.91
H 0.31 1.64 -1.97
H 0.28 2.06 -0.19
H 0.41 -1.77 1.36
H 0.54 -0.06 1.82
H 1.87 -0.87 0.94
*
```

Summary:
**HOMO**: -0.3203 Ha
**Calculated total energy**: -8265.321 eV
**Energy relative to the best compared isomer or geometry (same formula, charge and spin)**: 386.4 kJ/mol

DFT (ωB97M-V/def2-TZVPD) results for 2 unconnected molecules or ions with the total composition C3H8N2O at a distorted geometry.

```
! RIJCOSX wB97M-V def2-TZVPD def2/J DEFGRID3
* xyz 0 1
C -2.61 -0.64 -0.50
N -2.66 -0.66 0.82
C -1.46 -0.21 1.64
H -3.29 -1.38 -1.06
H -1.85 -0.18 -1.15
H -1.59 0.65 2.36
H -0.60 0.22 1.10
H -1.11 -0.98 2.25
N 2.31 1.54 -0.72
C 2.29 0.22 -0.29
O 1.79 -0.57 -1.01
H 2.60 2.43 -0.18
H 1.84 1.55 -1.64
H 2.79 -0.17 0.56
*
```

Summary:
**HOMO**: -0.3506 Ha
**Calculated total energy**: -8266.371 eV
**Energy relative to the best compared isomer or geometry (same formula, charge and spin)**: 285.2 kJ/mol
**SMILES**: C=NC.NC=O

DFT (ωB97M-V/def2-TZVPD) results for a single C3H8N2O molecule at a distorted geometry.

```
! RIJCOSX wB97M-V def2-TZVPD def2/J DEFGRID3
* xyz 0 1
C -0.91 0.40 1.22
C 0.00 -0.73 0.80
N 0.61 -0.70 -0.53
C 1.08 0.60 -1.01
N -0.36 -1.35 -1.45
O -1.35 -0.69 -1.69
H -1.38 0.16 2.18
H -1.71 0.58 0.49
H -0.37 1.34 1.35
H -0.38 -1.72 1.05
H 1.14 -0.71 1.04
H 1.46 1.22 -0.20
H 0.28 1.16 -1.52
H 1.89 0.44 -1.73
*
```

Summary:
**HOMO**: -0.3324 Ha
**Calculated total energy**: -8264.087 eV
**Energy relative to the best compared isomer or geometry (same formula, charge and spin)**: 505.5 kJ/mol
**SMILES**: CCN(C)N=O

DFT (ωB97M-V/def2-TZVPD) results for 2 unconnected molecules or ions with the total composition C3H8N2O at a distorted geometry.

```
! RIJCOSX wB97M-V def2-TZVPD def2/J DEFGRID3
* xyz 0 1
H 2.58 1.59 0.25
N 3.28 0.91 0.54
C 2.66 -0.20 0.62
N 1.31 -0.30 0.86
H 3.08 -1.21 0.57
H 0.75 -1.11 0.70
H 0.89 0.51 1.27
C -1.95 -0.19 -1.31
C -2.22 0.21 0.10
O -1.68 -0.18 1.10
H -0.96 -0.64 -1.45
H -2.04 0.65 -1.98
H -2.66 -1.00 -1.51
H -3.04 0.96 0.24
*
```

Summary:
**HOMO**: -0.3313 Ha
**Calculated total energy**: -8267.391 eV
**Energy relative to the best compared isomer or geometry (same formula, charge and spin)**: 186.7 kJ/mol
**SMILES**: [H]/N=C\N.CC=O

DFT (ωB97M-V/def2-TZVPD) results for 3 unconnected molecules or ions with the total composition C3H8N2O at a distorted geometry.

```
! RIJCOSX wB97M-V def2-TZVPD def2/J DEFGRID3
* xyz 0 1
C -1.67 -0.08 -0.10
N -2.11 -0.95 0.86
N 2.98 0.37 0.22
C 0.94 -0.01 -1.02
C 0.60 -0.02 0.15
O -1.96 1.22 0.21
H -1.42 1.80 -0.33
H -1.82 -0.39 -1.13
H -1.92 -0.68 1.81
H -2.16 -1.92 0.59
H 3.42 1.10 -0.36
H 3.46 -0.49 -0.04
H 1.01 0.01 -2.08
H 0.64 0.04 1.22
*
```

Summary:
**HOMO (alpha / beta)**: -0.2141 / -0.2973 Ha
**Calculated total energy**: -8261.582 eV
**Energy relative to the best compared isomer or geometry (same formula, charge and spin)**: 747.2 kJ/mol

DFT (ωB97M-V/def2-TZVPD) results for 2 unconnected molecules or ions with the total composition C3H8N2O at a distorted geometry.

```
! RIJCOSX wB97M-V def2-TZVPD def2/J DEFGRID3
* xyz 0 1
H -0.05 -2.20 0.79
N -0.66 -1.60 0.24
C -0.98 -0.50 0.77
C -1.48 0.70 -0.29
H -1.53 -0.33 1.69
H -1.08 0.58 -1.29
H -2.55 0.47 -0.36
H -1.39 1.71 0.12
N 1.66 -0.15 -0.88
C 1.61 0.53 0.27
O 1.13 0.06 1.33
H 0.99 -0.93 -0.95
H 2.03 0.26 -1.72
H 2.30 1.39 0.29
*
```

Summary:
**HOMO**: -0.3200 Ha
**Calculated total energy**: -8266.621 eV
**Energy relative to the best compared isomer or geometry (same formula, charge and spin)**: 261.0 kJ/mol
**SMILES**: [H]/N=C/C.NC=O

DFT (ωB97M-V/def2-TZVPD) results for 2 unconnected molecules or ions with the total composition C3H8N2O at a distorted geometry.

```
! RIJCOSX wB97M-V def2-TZVPD def2/J DEFGRID3
* xyz 0 1
C 1.71 0.51 0.81
N 0.70 0.83 0.11
C -0.08 1.95 0.60
H 2.03 -0.51 0.97
H 2.13 1.26 1.48
H -0.19 1.99 1.68
H 0.25 2.91 0.19
H -1.07 1.90 0.16
N -0.18 -1.73 -0.98
C -1.53 -1.87 -0.84
O -2.29 -1.15 -0.23
H 0.29 -2.46 -1.49
H 0.17 -0.81 -1.18
H -1.93 -2.81 -1.29
*
```

Summary:
**HOMO**: -0.3451 Ha
**Calculated total energy**: -8267.055 eV
**Energy relative to the best compared isomer or geometry (same formula, charge and spin)**: 219.1 kJ/mol
**SMILES**: C=NC.NC=O

DFT (ωB97M-V/def2-TZVPD) results for a single C3H8N2O molecule at a distorted geometry.

```
! RIJCOSX wB97M-V def2-TZVPD def2/J DEFGRID3
* xyz 0 1
C -1.28 -1.27 1.22
N -0.57 -0.22 0.54
C -0.02 -0.55 -0.63
O -0.23 -1.59 -1.27
C 0.71 0.76 -1.14
N 1.13 1.74 -0.10
H -1.74 -0.92 2.11
H -2.12 -1.66 0.66
H -0.68 -2.19 1.33
H -0.44 0.70 0.92
H 0.02 1.24 -1.86
H 1.65 0.54 -1.70
H 1.74 1.18 0.53
H 1.82 2.24 -0.61
*
```

Summary:
**HOMO**: -0.3590 Ha
**Calculated total energy**: -8268.133 eV
**Energy relative to the best compared isomer or geometry (same formula, charge and spin)**: 115.1 kJ/mol
**SMILES**: CNC(=O)CN

DFT (ωB97M-V/def2-TZVPD) results for a single C3H8N2O molecule at a distorted geometry.

```
! RIJCOSX wB97M-V def2-TZVPD def2/J DEFGRID3
* xyz 0 1
C 2.18 0.85 0.63
N 1.01 0.12 0.45
C -0.20 0.35 -0.13
O -0.23 1.54 -0.53
N -1.33 -0.22 0.04
C -1.96 -1.19 -0.77
H 3.01 0.30 0.19
H 2.35 0.96 1.71
H 2.04 1.83 0.16
H 0.95 -0.84 0.82
H -1.72 0.74 0.61
H -2.95 -1.61 -0.63
H -1.90 -0.81 -1.81
H -1.25 -2.03 -0.75
*
```

Summary:
**HOMO**: -0.3150 Ha
**Calculated total energy**: -8265.713 eV
**Energy relative to the best compared isomer or geometry (same formula, charge and spin)**: 348.6 kJ/mol
**SMILES**: CNC(=O)NC